The following is a DFT calculation (ωB97M-V/def2-TZVPD) of a cluster of 16 separate species, C34H74Cl4N6O36 in total in a non-equilibrium geometry.

Values from the calculation:
LUMO, Eh: 0.0035
Kohn-Sham gap, eV: 10.367

The geometry in XYZ format:
```
154
Properties=species:S:1:pos:R:3:forces:R:3:mulliken_charge:R:1
Cl 8.727 7.393 -17.124 -0.4 -0.5 1.0 -0.18
C 9.147 8.172 -18.617 1.0 -0.5 -0.4 -0.61
C 9.242 7.231 -19.811 -0.6 1.8 -1.1 -0.42
Cl 7.658 6.517 -20.217 0.1 -0.3 0.1 0.12
H 10.147 8.582 -18.482 0.0 0.2 0.0 0.39
H 8.455 8.997 -18.787 0.0 -0.3 -0.2 0.29
H 10.065 6.535 -19.972 -0.3 -0.3 0.9 0.20
H 9.397 7.979 -20.589 0.0 -0.2 -0.5 0.24
Cl 5.235 9.208 -22.080 -0.3 0.1 -0.6 -0.03
C 4.077 10.179 -23.039 -1.3 -0.1 0.0 0.23
C 3.301 11.140 -22.201 0.0 1.1 0.2 -0.30
Cl 4.415 12.280 -21.414 0.2 0.4 0.5 -0.22
H 3.270 9.574 -23.452 0.6 -0.8 -0.2 -0.50
H 4.504 10.747 -23.866 0.7 -0.4 0.2 0.35
H 2.624 10.734 -21.449 0.3 -0.3 0.0 0.17
H 2.721 11.777 -22.870 -0.2 -0.2 -0.1 0.24
C 3.687 6.308 -19.811 -1.0 0.6 0.4 -0.35
N 2.182 6.128 -19.623 -0.5 -0.9 -3.8 1.04
O 1.484 6.175 -20.667 1.1 0.3 1.1 -0.44
O 1.716 5.868 -18.567 -0.3 0.2 1.6 -0.36
H 3.787 7.247 -19.268 0.9 -0.2 0.1 0.22
H 3.922 6.464 -20.864 -0.4 -0.1 0.2 -0.32
H 4.189 5.447 -19.371 -0.1 0.3 0.2 0.31
C 7.632 1.275 -18.586 -0.5 -0.1 0.5 -0.76
N 6.196 1.848 -18.689 -0.1 -1.6 0.5 0.89
O 5.900 2.627 -19.573 0.4 -0.4 0.6 -0.44
O 5.423 1.425 -17.815 0.8 0.9 -1.2 -0.55
H 8.125 2.000 -17.937 0.3 0.0 -0.4 0.28
H 8.140 1.056 -19.525 -0.4 0.9 -0.1 0.20
H 7.602 0.317 -18.068 -0.6 0.3 0.2 0.37
C 5.437 8.827 -15.319 -1.3 1.0 0.1 -0.63
N 6.213 8.051 -14.346 2.1 -0.5 -1.4 1.02
O 5.972 6.904 -14.150 -2.0 -2.0 0.1 -0.55
O 7.218 8.530 -13.897 1.0 2.1 0.6 -0.60
H 5.872 9.070 -16.289 0.9 -0.8 0.3 0.23
H 5.339 9.811 -14.859 -0.7 -0.1 0.0 0.27
H 4.520 8.269 -15.506 -0.1 0.4 0.3 0.23
C 0.728 2.882 -21.092 -0.6 1.1 -0.4 -0.29
N -0.404 2.136 -21.768 0.7 -1.5 0.9 1.08
O -0.342 1.921 -22.973 0.0 0.7 0.7 -0.62
O -1.278 1.725 -21.026 0.2 0.2 -0.7 -0.56
H 0.461 3.894 -21.396 0.5 0.2 0.1 -0.30
H 1.727 2.611 -21.435 -0.4 -0.3 -0.3 0.44
H 0.650 2.889 -20.005 -0.3 -0.5 -0.3 0.14
C 2.376 3.264 -16.638 -1.9 0.4 -0.5 -0.24
N 3.309 4.320 -16.299 2.0 -1.7 4.0 0.82
O 3.785 5.017 -17.097 0.6 2.4 -4.8 -0.36
O 3.778 4.359 -15.179 -1.1 -0.8 1.9 -0.58
H 2.876 2.611 -17.353 -0.2 0.0 0.2 0.29
H 1.541 3.826 -17.058 0.0 -0.3 -0.8 -0.32
H 1.894 2.800 -15.777 1.0 -0.2 0.2 0.30
C -2.204 1.501 -17.673 0.1 -0.3 -1.7 -0.55
N -3.413 2.355 -17.707 -0.6 -0.1 -1.7 0.98
O -4.038 2.572 -18.742 1.1 -0.7 0.1 -0.57
O -3.744 2.816 -16.669 -0.6 1.0 2.7 -0.57
H -2.117 0.958 -16.732 -0.2 0.3 -0.2 0.29
H -1.350 2.141 -17.895 -0.1 0.2 0.3 0.12
H -2.307 0.885 -18.566 0.2 -0.4 0.3 0.26
C 2.548 13.535 -13.890 -1.0 -0.3 0.2 -0.80
O 3.364 12.637 -14.703 -0.3 1.5 1.6 -0.31
C 2.770 12.195 -15.785 -1.2 -1.3 -1.1 0.82
O 1.639 12.436 -16.146 1.2 0.0 -0.1 -0.55
O 3.620 11.283 -16.323 0.0 0.5 0.2 -0.15
C 3.582 10.960 -17.704 -0.1 0.6 -1.2 -0.75
H 1.481 13.438 -14.095 0.1 -0.3 -0.6 0.33
H 2.741 14.597 -14.043 0.7 -0.3 -0.1 0.30
H 2.586 13.255 -12.838 0.9 0.0 -0.1 0.31
H 4.543 11.205 -18.155 0.4 -0.4 0.4 0.41
H 2.923 11.590 -18.302 -0.6 -0.1 0.5 0.40
H 3.309 9.920 -17.882 0.0 0.1 0.3 0.05
C 7.627 6.470 -24.468 -1.4 0.3 -0.7 -0.87
O 8.714 6.479 -23.572 2.1 -1.1 -0.9 -0.01
C 9.969 6.190 -24.075 1.1 1.1 -1.0 0.48
O 10.353 6.080 -25.250 -1.6 0.0 3.4 -0.59
O 10.792 6.233 -22.972 -0.7 -0.7 -0.6 -0.17
C 12.189 5.963 -23.145 0.5 0.0 -0.6 -0.74
H 6.727 6.504 -23.855 0.2 0.3 0.1 0.12
H 7.467 5.615 -25.125 0.8 -0.5 0.3 0.42
H 7.624 7.319 -25.152 0.2 0.3 0.3 0.43
H 12.684 5.754 -22.196 -0.6 0.4 0.3 0.21
H 12.660 6.823 -23.622 0.0 0.0 0.0 0.34
H 12.420 5.070 -23.725 -0.6 0.1 -0.4 0.33
C 12.226 3.474 -19.955 1.2 -0.7 1.4 -0.72
O 11.483 3.095 -21.080 1.0 0.5 -0.7 -0.36
C 10.194 3.048 -20.944 -2.6 -1.2 -0.2 0.83
O 9.564 3.179 -19.923 0.3 0.5 -0.3 -0.51
O 9.677 2.653 -22.135 0.4 0.4 -0.4 -0.38
C 8.274 2.642 -22.374 -1.3 0.4 0.3 -0.10
H 12.058 4.471 -19.546 -0.2 0.2 -0.6 0.27
H 13.269 3.289 -20.211 0.0 0.5 -0.3 0.27
H 12.078 2.802 -19.110 -0.5 -0.2 0.0 0.34
H 7.694 2.742 -21.457 0.2 -0.4 0.1 0.19
H 7.936 1.801 -22.980 0.7 -0.7 0.6 0.20
H 7.883 3.436 -23.010 0.9 0.9 0.0 -0.04
C 1.005 8.602 -15.861 1.7 0.0 -2.0 -0.60
O 0.131 8.303 -17.006 -0.4 0.4 1.8 -0.11
C 0.018 9.260 -17.934 0.9 0.9 -0.3 0.83
O 0.748 10.216 -18.117 -0.5 -1.0 0.4 -0.56
O -1.039 8.956 -18.646 -1.3 -1.1 0.0 -0.39
C -1.257 9.472 -19.932 0.4 0.4 -1.0 -0.53
H 1.973 8.439 -16.335 0.5 0.2 0.4 0.04
H 0.989 7.880 -15.045 -1.0 0.0 -0.3 0.35
H 1.022 9.647 -15.553 -0.7 -0.1 0.0 0.26
H -0.755 8.860 -20.681 0.6 0.0 0.1 0.03
H -0.919 10.507 -19.984 -0.1 0.0 -0.2 0.37
H -2.292 9.349 -20.253 -0.2 0.3 0.8 0.29
C 5.532 0.953 -25.639 0.2 -2.0 -0.9 -0.79
O 5.249 2.236 -25.276 -0.7 2.2 3.2 -0.24
C 5.065 2.446 -23.932 0.8 -2.1 2.3 0.75
O 5.000 1.636 -22.980 -0.2 1.3 -3.3 -0.65
O 5.129 3.726 -23.739 -0.3 2.0 -1.2 -0.01
C 4.745 4.398 -22.558 0.4 0.8 0.7 -0.17
H 6.583 0.695 -25.504 0.2 0.2 -0.2 0.27
H 5.253 0.996 -26.692 0.2 -1.0 0.0 0.26
H 4.994 0.218 -25.041 -0.4 0.0 -0.3 0.35
H 4.839 5.469 -22.739 -0.1 0.0 -0.6 0.06
H 5.465 4.252 -21.752 -0.3 -0.8 0.2 0.25
H 3.701 4.255 -22.281 0.2 -0.6 0.1 -0.21
C -3.109 5.251 -21.553 -0.9 -1.4 -0.3 -0.74
O -2.656 5.936 -20.379 -1.9 1.5 -2.5 -0.33
C -2.067 5.286 -19.460 3.1 -3.2 1.9 0.70
O -1.398 4.246 -19.632 -1.6 2.0 0.8 -0.14
O -2.211 5.954 -18.311 -0.6 -0.1 0.0 -0.38
C -1.628 5.465 -17.115 0.9 0.4 0.9 -0.49
H -4.101 5.603 -21.836 0.4 0.9 0.0 0.34
H -3.370 4.208 -21.370 0.6 -0.2 0.7 0.27
H -2.440 5.211 -22.412 0.3 0.7 0.3 0.22
H -2.246 4.876 -16.437 -0.5 -0.9 -1.1 0.35
H -1.486 6.289 -16.416 0.4 0.7 -0.8 0.14
H -0.654 5.036 -17.351 -0.2 -0.3 0.2 0.13
C 0.172 8.658 -23.734 0.7 0.5 0.7 -0.08
O -0.724 9.790 -23.814 0.5 -0.2 -0.3 -0.30
C -0.393 10.818 -24.620 2.7 0.7 -2.0 0.75
O 0.721 11.094 -25.142 -3.3 -1.2 1.9 -0.60
O -1.503 11.507 -24.806 -1.8 -0.1 0.7 -0.32
C -1.692 12.499 -25.812 2.4 -0.1 -1.2 -0.66
H -0.051 8.086 -22.833 -0.6 0.1 -0.1 -0.03
H 1.188 8.997 -23.532 0.1 0.0 -0.6 -0.04
H 0.117 8.003 -24.603 0.0 0.3 -0.1 0.45
H -2.700 12.854 -26.024 -0.1 -0.4 1.2 0.26
H -1.363 12.075 -26.761 0.1 -0.2 -0.1 0.30
H -0.963 13.289 -25.631 -0.4 0.4 0.1 0.29
C 4.219 7.292 -26.849 0.5 -0.2 -0.2 -0.52
O 3.243 6.367 -26.438 -1.8 -1.8 1.3 -0.42
C 2.817 6.238 -25.160 -0.5 2.6 1.3 0.78
O 3.197 6.986 -24.245 -0.5 -2.0 -1.5 -0.32
O 1.766 5.374 -25.073 0.9 0.3 -0.6 -0.42
C 1.118 5.097 -23.791 1.0 0.5 -0.2 0.88
H 4.063 8.311 -26.495 -0.1 -0.2 0.1 0.26
H 4.130 7.221 -27.933 0.2 0.4 0.1 0.27
H 5.204 6.913 -26.574 0.1 0.3 0.2 0.16
H 0.431 4.263 -23.937 0.4 0.0 -0.3 0.25
H 0.556 5.951 -23.412 0.2 0.1 -0.2 -0.09
H 1.904 4.862 -23.073 -0.3 -0.1 0.0 -0.54
```
Forces are in eV/Å.